(1)
DFT (ωB97M-V/def2-TZVPD) results for a cluster of 2 separate species, C5H12O in total.

frontier orbital gap (alpha / beta): 7.46 / 7.58 eV
LUMO level (alpha / beta): -0.8 / -0.8 eV

Geometry as XYZ:
```
18
Properties=species:S:1:pos:R:3:forces:R:3
C 0.7271 0.7072 1.7032 0.063 0.103 0.081
C 0.6797 -0.2689 0.5494 0.000 0.206 -0.291
C -0.3471 -1.3299 0.4818 -0.036 0.172 -0.099
C -1.0393 -1.3714 -1.0276 0.226 -0.081 0.228
O -1.3031 -0.1562 -1.5172 0.028 -0.183 -0.012
C 0.0824 1.5981 -1.2545 -0.018 -0.390 0.305
H -0.2829 1.0430 1.9668 0.171 -0.108 -0.013
H 1.3158 1.5939 1.4273 -0.100 -0.190 0.139
H 1.1928 0.2716 2.5917 -0.079 -0.015 -0.051
H 1.6622 -0.5562 0.1638 -0.063 -0.082 0.218
H 0.3245 0.4846 -0.3480 -0.021 0.038 -0.238
H 0.0692 -2.3304 0.6322 0.028 0.146 -0.171
H -1.1305 -1.1770 1.2339 0.051 0.119 -0.275
H -0.3566 -1.9890 -1.6561 0.036 0.286 0.107
H -1.9344 -2.0173 -0.8618 0.183 0.580 0.099
H -0.9117 1.9965 -1.0728 0.253 -0.145 -0.310
H 0.3712 1.3404 -2.2693 -0.429 -0.066 0.209
H 0.8809 2.1610 -0.7426 -0.293 -0.391 0.075
```
Forces are in eV/Å.

***

(2)
DFT (ωB97M-V/def2-TZVPD) results for an isolated molecule of CH3N3O2 at a distorted geometry.

frontier orbital gap: 10.33 eV
SMILES: c1no[nH]o[nH]1
LUMO level: 1.0 eV

Geometry as XYZ:
```
9
Properties=species:S:1:pos:R:3:forces:R:3
C -0.3801 -1.0742 0.0929 -1.218 -0.962 0.257
N 0.8516 -1.1913 0.1402 2.971 0.119 -0.703
N -1.1205 0.0637 0.2524 0.235 -0.508 1.757
N 0.7920 1.0335 -0.4068 -2.273 -0.269 -0.850
O 1.5872 -0.0387 0.0138 1.092 1.620 1.165
O -0.3259 1.1555 0.5498 0.060 -1.009 -0.870
H -0.7502 -2.0847 0.0421 -1.463 0.174 0.117
H -1.8045 0.1755 -0.4383 -1.101 0.984 -1.230
H 1.1504 1.9607 -0.2460 1.698 -0.149 0.358
```
Forces are in eV/Å.

***

(3)
DFT (ωB97M-V/def2-TZVPD) results for a structure of composition C4H13N2O2 at a distorted geometry.

frontier orbital gap: 7.26 eV
charge: -1
LUMO level: 3.9 eV

Geometry as XYZ:
```
21
Properties=species:S:1:pos:R:3:forces:R:3
N -1.3406 2.9278 -1.7878 1.582 -3.695 -3.667
C -0.1143 2.1717 -1.5355 2.389 0.847 1.052
C -0.1366 0.7796 -0.7811 4.502 4.474 0.314
N 0.0226 1.1977 0.6330 -0.984 0.498 2.175
C 0.8403 0.3162 1.4943 -0.998 -2.317 -3.555
C 0.1020 -1.0490 1.6972 -2.072 0.104 -2.697
O 0.0595 -1.6202 0.4115 1.355 -1.954 0.727
H -1.5708 3.5034 -1.0894 -1.450 2.160 3.322
H -2.0047 2.1974 -2.0246 -0.689 0.792 0.297
H 0.4855 2.0890 -2.4330 -0.289 -0.243 -0.846
H 0.5847 2.8037 -0.8953 -1.015 -0.583 -0.658
H 0.7065 0.1632 -1.2401 -1.073 0.711 1.408
H -0.9958 0.3672 -1.0012 -4.451 -2.799 -0.838
H -0.8821 1.5680 1.1393 2.210 -1.478 -1.686
H 1.1223 0.6393 2.4179 0.630 2.085 2.516
H 1.7659 0.1903 0.8247 -1.017 -0.428 1.332
H 0.4384 -1.7231 2.5297 0.083 0.550 -0.433
H -1.0676 -0.8606 1.7587 1.862 0.398 1.447
H 0.7741 -4.2257 -0.9447 -0.231 0.604 1.278
H 0.5099 -2.9540 0.3449 -0.709 -0.869 -1.377
O 0.5919 -4.1233 0.0194 0.365 1.143 -0.110
```
Forces are in eV/Å.

***

(4)
DFT (ωB97M-V/def2-TZVPD) results for the ion IO3P with charge -2 at a distorted geometry.

frontier orbital gap: 4.83 eV
charge: -2
SMILES: O=P([O-])([O-])I
LUMO level: 5.4 eV

Geometry as XYZ:
```
5
Properties=species:S:1:pos:R:3:forces:R:3
O 0.5035 0.8593 -1.2609 -0.122 -0.480 1.146
O 0.4596 0.8596 1.3132 0.622 0.967 2.607
O 0.9692 -1.8503 -0.1359 -1.892 4.896 0.888
P 0.2649 0.1520 0.0651 3.252 -5.001 -4.642
I -2.1972 -0.0206 0.0184 -1.859 -0.382 0.001
```
Forces are in eV/Å.

***

(5)
DFT (ωB97M-V/def2-TZVPD) results for a cluster of 6 separate species, C4H18NO7 in total at a distorted geometry.

frontier orbital gap: 8.43 eV
charge: -1
LUMO level: 3.4 eV

Geometry as XYZ:
```
30
Properties=species:S:1:pos:R:3:forces:R:3
C -2.3294 0.1691 0.6862 -1.797 -0.598 0.551
C -2.4550 -0.1214 -0.8285 -2.305 -2.674 2.154
N -2.3108 -1.6004 -1.0153 1.140 0.689 -2.298
C -1.0706 -1.9308 -1.7394 2.755 0.283 1.878
C 0.2280 -1.2790 -0.9111 -1.626 -0.176 1.118
O 0.0100 -1.3868 0.3214 0.900 -0.599 -0.032
O 1.1726 -0.6146 -1.4222 -0.716 -0.742 -0.493
H -1.2824 -0.0844 1.0960 -2.138 0.273 -0.711
H -3.2528 -0.4191 1.2086 2.413 1.041 -0.865
H -2.5936 1.2191 0.8189 0.327 0.053 0.373
H -3.4911 0.0205 -1.2020 0.568 0.876 0.354
H -1.7805 0.4626 -1.3564 1.428 0.822 -1.168
H -2.2449 -2.0189 -0.1015 0.386 -0.082 0.104
H -0.7250 -1.5421 -2.6898 -1.685 0.279 -0.914
H -0.9285 -3.0184 -1.7425 -0.023 0.201 -0.069
H -0.9768 1.0974 -3.0724 2.346 2.949 0.246
H 0.3779 1.6422 -2.4284 -0.656 -0.027 -0.460
O -0.3518 1.9541 -3.0100 -1.597 -3.030 0.157
H 2.2197 -0.3550 2.3413 -1.313 -0.572 -0.460
H 0.8756 -1.1968 1.9325 0.753 0.644 -0.484
O 1.3392 -0.6732 2.6169 -0.414 0.058 1.962
H 2.2028 -0.3481 -0.0156 -1.057 -0.678 -1.269
H 3.3034 -0.9143 0.9425 -0.317 0.261 -0.681
O 2.7975 -0.1225 0.6964 2.664 -0.627 0.431
H 1.8022 1.5666 1.8039 -1.085 -2.000 0.638
H 2.6391 1.7798 0.5038 -0.211 -0.599 0.342
O 2.3463 2.1450 1.3371 1.122 3.807 -0.533
H 0.1459 2.6671 1.7799 2.613 0.803 -1.359
H -0.4111 1.2723 2.3093 0.429 1.362 -0.415
O -0.5567 2.2409 2.1773 -2.904 -1.997 1.902
```
Forces are in eV/Å.

***

(6)
DFT (ωB97M-V/def2-TZVPD) results for a structure of composition C11H25HgN3.

frontier orbital gap (alpha / beta): 9.05 / 7.71 eV
2S+1: 2
charge: +1
LUMO level (alpha / beta): -1.9 / -4.7 eV
⟨S²⟩: 0.75

Geometry as XYZ:
```
40
Properties=species:S:1:pos:R:3:forces:R:3
Hg -0.3970 -0.1456 1.7489 -0.037 -0.465 0.088
C 0.1019 2.5674 3.3570 -0.031 0.198 -0.108
N -0.1762 2.1943 1.9648 0.014 -0.131 -0.050
C 0.9240 2.5940 1.0792 -0.049 0.233 0.080
C -1.4749 2.7273 1.5258 0.242 0.270 0.176
C -1.9673 2.1350 0.2212 -0.084 -0.074 -0.056
N -2.2264 0.6900 0.3167 -0.224 -0.008 -0.059
C -2.2617 0.0728 -1.0207 -0.001 0.102 0.177
C -3.4869 0.4273 1.0381 0.102 -0.009 -0.121
H 0.1841 3.6565 3.4478 0.011 -0.015 0.056
H 1.0358 2.1133 3.6766 0.033 -0.011 0.030
H -0.7046 2.2170 3.9980 0.014 -0.007 0.026
H 0.9938 3.6876 1.0336 0.057 -0.021 -0.014
H 0.7701 2.2027 0.0772 0.037 -0.013 -0.014
H 1.8590 2.1923 1.4644 0.005 0.005 -0.010
H -1.3906 3.8155 1.4137 -0.069 0.015 -0.026
H -2.1871 2.5429 2.3304 -0.037 0.013 -0.032
H -1.2363 2.3090 -0.5689 -0.006 -0.078 -0.003
H -2.8767 2.6743 -0.0722 -0.031 -0.059 -0.022
H -3.0585 0.5119 -1.6311 -0.006 -0.017 -0.012
H -2.4398 -0.9971 -0.9230 -0.023 0.017 0.018
H -1.3031 0.2183 -1.5162 -0.034 0.027 0.018
H -4.3366 0.8831 0.5150 0.023 -0.031 0.028
H -3.4387 0.8237 2.0513 -0.016 0.027 -0.043
H -3.6492 -0.6473 1.1140 0.019 0.030 -0.056
C 2.8772 -2.0160 -2.8583 0.030 -0.053 -0.034
C 2.0989 -2.6243 -1.6832 -0.093 0.220 0.097
C 1.0119 -3.5817 -2.1886 0.033 -0.053 -0.016
C 3.0452 -3.3418 -0.7115 0.022 -0.062 -0.014
C 1.4394 -1.5184 -0.9495 0.026 -0.033 0.001
N 0.9299 -0.6594 -0.3775 0.147 -0.156 -0.162
H 3.3690 -2.8247 -3.4020 -0.020 0.043 0.021
H 3.6421 -1.3202 -2.5130 -0.024 -0.017 0.004
H 2.2121 -1.4949 -3.5477 0.013 -0.010 0.023
H 1.4977 -4.3984 -2.7251 -0.030 0.026 0.010
H 0.3270 -3.0825 -2.8744 0.008 0.002 0.021
H 0.4420 -4.0095 -1.3629 0.007 0.028 -0.016
H 3.5341 -4.1584 -1.2457 -0.015 0.038 0.021
H 2.5000 -3.7665 0.1324 0.019 0.033 -0.019
H 3.8164 -2.6695 -0.3344 -0.033 -0.006 -0.006
```
Forces are in eV/Å.

***

(7)
DFT (ωB97M-V/def2-TZVPD) results for a structure of composition C25H22F4N4O2PdS at a distorted geometry.

frontier orbital gap (alpha / beta): 7.34 / 6.01 eV
2S+1: 3
LUMO level (alpha / beta): -0.2 / -1.3 eV
⟨S²⟩: 2.01

Geometry as XYZ:
```
59
Properties=species:S:1:pos:R:3:forces:R:3
Pd 0.6855 0.1346 -0.5796 1.203 -0.384 -0.002
C 2.4366 -0.3158 -3.3460 0.044 -0.032 0.042
N 2.7180 0.3291 -2.0661 -0.338 0.089 -0.214
C 4.0976 0.0945 -1.6651 -0.101 -0.089 0.217
C 2.4296 1.7661 -2.1486 0.003 0.011 0.184
C 2.4937 2.4518 -0.7855 0.019 -0.040 -0.089
N 1.8830 1.6027 0.2238 -0.384 -0.621 -0.222
C 1.6884 2.0583 1.4822 0.030 0.311 0.751
C 1.1884 1.1973 2.4971 0.120 -0.016 -0.494
F 0.9168 -0.0888 2.1754 -0.063 -0.109 -0.058
C 0.9765 1.5813 3.7970 0.050 0.276 0.051
F 0.4814 0.6892 4.6679 -0.018 -0.094 -0.019
C 1.2692 2.8615 4.2241 0.014 -0.002 -0.011
C 1.7810 3.7238 3.2766 -0.077 -0.058 0.183
F 2.0877 4.9756 3.6427 0.038 0.096 -0.050
C 1.9802 3.3589 1.9623 -0.069 -0.238 -0.142
F 2.4738 4.3001 1.1356 0.046 0.107 0.030
H 3.0341 0.1215 -4.1592 -0.024 0.004 0.002
H 1.3777 -0.2174 -3.5834 0.009 0.032 -0.031
H 2.6786 -1.3768 -3.2795 -0.043 -0.007 0.015
H 4.8017 0.5683 -2.3645 -0.007 0.003 0.009
H 4.2965 -0.9772 -1.6460 0.009 0.003 -0.024
H 4.2665 0.4879 -0.6637 -0.002 0.016 -0.015
H 1.4165 1.8729 -2.5420 0.025 0.023 -0.083
H 3.1267 2.2642 -2.8393 -0.018 0.014 -0.024
H 1.9824 3.4111 -0.8869 0.047 -0.016 -0.040
H 3.5329 2.6595 -0.5077 -0.001 0.071 -0.039
H 1.1129 3.1751 5.2447 -0.014 -0.009 -0.003
O -2.8811 1.1515 -2.3631 -0.187 -0.063 0.141
S -2.0173 0.9452 -1.2346 -0.149 0.034 -0.342
O -0.9371 1.9119 -1.0413 -0.359 0.064 -0.012
N -1.2314 -0.4474 -1.2963 0.431 0.792 0.430
C -1.6616 -1.7201 -1.0596 -0.459 -0.398 -0.023
C -2.9696 -2.1691 -1.0368 0.303 0.280 -0.080
C -3.2494 -3.5361 -0.8890 0.029 -0.296 0.057
C -2.2541 -4.4690 -0.7713 -0.135 -0.018 -0.015
C -0.9058 -4.0517 -0.7574 0.121 0.273 0.002
C 0.1889 -4.9356 -0.6382 0.047 0.084 0.005
C 1.4631 -4.4402 -0.6044 -0.088 -0.190 -0.007
C 1.6554 -3.0504 -0.6600 0.022 0.163 0.062
N 0.6651 -2.1993 -0.7771 -0.032 0.194 0.069
C -0.6080 -2.6730 -0.8589 -0.214 -0.158 -0.042
C -3.0208 0.9779 0.2358 0.185 -0.088 -0.192
C -2.4389 0.6645 1.4553 -0.022 -0.009 -0.020
C -3.2085 0.7289 2.6050 0.051 -0.006 0.023
C -4.5448 1.1004 2.5238 -0.044 0.010 -0.032
C -5.1155 1.4123 1.2972 0.013 -0.020 0.061
C -4.3508 1.3506 0.1419 -0.008 0.013 -0.124
H -3.7745 -1.4579 -1.1693 -0.021 -0.036 -0.033
H -4.2821 -3.8613 -0.8865 -0.003 0.031 -0.002
H -2.4781 -5.5244 -0.6834 -0.032 0.015 0.001
H 0.0000 -6.0004 -0.5749 0.026 -0.007 0.005
H 2.3168 -5.0981 -0.5212 0.017 0.028 0.013
H 2.6515 -2.6275 -0.5902 -0.009 0.011 0.003
H -1.3979 0.3705 1.4920 0.029 -0.011 0.095
H -2.7660 0.4959 3.5649 0.009 -0.026 -0.015
H -5.1444 1.1442 3.4237 0.001 0.016 0.001
H -6.1553 1.7050 1.2373 -0.003 -0.002 0.014
H -4.7621 1.5930 -0.8295 -0.017 -0.018 0.034
```
Forces are in eV/Å.

***

(8)
DFT (ωB97M-V/def2-TZVPD) results for a structure of composition C16H11F3IrN3O7S2 at a distorted geometry.

frontier orbital gap: 7.55 eV
LUMO level: -1.5 eV

Geometry as XYZ:
```
43
Properties=species:S:1:pos:R:3:forces:R:3
Ir 0.2206 1.0506 0.7700 -2.209 -3.327 -2.290
C -1.4646 -2.5348 0.0429 -0.090 0.040 -0.096
C -2.2513 -1.2787 0.1197 0.290 -0.363 0.000
N -1.7822 -0.0685 0.3583 1.908 0.731 0.307
C -2.8476 0.7863 0.3963 -0.240 0.178 0.020
C -3.9933 0.0820 0.1634 0.178 0.123 0.007
N -3.5892 -1.2177 -0.0059 0.019 0.244 -0.004
C -5.4365 0.4285 0.0708 0.124 -0.101 0.016
O -5.7450 1.6856 0.2423 -0.298 0.157 -0.015
O -6.2341 -0.4517 -0.1544 0.023 -0.011 -0.005
C -2.6128 2.2144 0.7435 -0.659 -0.790 -0.094
O -3.5632 2.9962 0.7311 0.271 0.178 0.020
O -1.4138 2.4704 1.0585 1.734 0.527 0.932
H -0.4278 -2.3179 0.2847 -0.037 -0.095 0.026
H -1.5257 -2.9711 -0.9545 0.042 0.011 -0.032
H -1.8639 -3.2615 0.7502 0.094 -0.029 0.044
H -4.2383 -1.9676 -0.1948 0.021 -0.027 0.013
H -4.9460 2.2740 0.4228 0.123 -0.091 -0.002
S 2.6914 -2.5877 1.9685 -0.373 0.225 0.002
C 1.8582 -2.0901 3.3812 0.075 -0.182 -0.165
C 0.9892 -1.0697 3.1457 -0.167 0.248 0.234
C 0.9815 -0.6428 1.7935 -0.306 1.780 -0.310
C 1.8483 -1.3944 1.0378 0.177 -0.282 0.372
C 2.0117 -1.2013 -0.3734 0.233 -0.202 -0.277
C 2.9017 -1.9002 -1.1859 -0.141 0.018 -0.054
C 2.9416 -1.6098 -2.5363 -0.065 0.011 0.097
C 2.0928 -0.6374 -3.0496 -0.141 -0.105 0.073
C 1.2557 0.0369 -2.1793 -0.181 0.214 -0.356
N 1.2132 -0.2517 -0.8850 0.052 1.135 1.962
H 2.0576 -2.5923 4.3132 -0.015 0.028 0.059
H 0.3929 -0.6188 3.9247 -0.023 0.024 0.002
H 3.5493 -2.6465 -0.7481 0.023 -0.014 -0.017
H 3.6318 -2.1318 -3.1846 0.005 -0.018 -0.018
H 2.0719 -0.4083 -4.1041 0.044 0.106 0.010
H 0.6261 0.8513 -2.5106 -0.011 -0.043 0.017
F 3.4704 1.3092 -0.3541 0.063 0.063 0.032
C 3.3397 2.5834 -0.7691 -0.018 -0.238 0.076
F 3.3388 2.5615 -2.1052 -0.092 0.189 0.051
F 4.4103 3.2494 -0.3567 -0.181 0.175 0.065
S 1.7289 3.2782 -0.1101 1.309 0.434 -1.637
O 1.8568 4.6866 -0.2296 -0.067 0.038 0.367
O 1.6959 2.6994 1.2462 -0.966 -1.348 0.333
O 0.7588 2.6082 -0.9740 -0.528 0.389 0.235
```
Forces are in eV/Å.